Record 1
{
  "formula": "CH2Cl4P2",
  "method": "ωB97M-V with the def2-TZVPD basis set",
  "symbols": ["C", "P", "P", "Cl", "Cl", "Cl", "Cl", "H", "H"],
  "xyz": [[-0.70, -0.94, -0.14], [1.27, -1.33, -0.31], [0.01, 0.77, -0.19], [2.05, -1.49, 1.45], [1.54, 2.65, -0.21], [-0.63, 1.39, 1.66], [-1.00, 1.50, -1.72], [-1.09, -1.31, -1.12], [-1.45, -1.24, 0.57]],
  "e_homo_ev": -8.83,
  "gap_ha": 0.26061,
  "e_above_lowest_kj_mol": 151.4,
  "fmax_ev_per_a": 3.86,
  "total_energy_ha": -2562.7756,
  "mol_weight_g_mol": 217.8
}

Record 2
{
  "formula": "CH2ClF2P",
  "method": "ωB97M-V with the def2-TZVPD basis set",
  "symbols": ["C", "F", "F", "P", "Cl", "H", "H"],
  "xyz": [[-0.14, -0.38, -0.52], [-1.18, 1.17, -0.67], [-1.13, -1.27, -0.70], [0.53, -0.44, 1.14], [0.93, 0.00, -1.82], [-0.45, 0.33, 1.57], [1.45, 0.60, 0.99]],
  "e_homo_ev": [-6.97, -10.86],
  "gap_ha": [0.28543, 0.22624],
  "e_above_lowest_kj_mol": 209.7,
  "fmax_ev_per_a": 3.59,
  "total_energy_ha": -1040.3282,
  "multiplicity": 3,
  "mol_weight_g_mol": 118.5
}

Record 3
{
  "formula": "CH2ClFN2",
  "method": "ωB97M-V with the def2-TZVPD basis set",
  "symbols": ["C", "N", "N", "F", "Cl", "H", "H"],
  "xyz": [[-0.56, 0.91, -0.65], [0.61, -1.25, 0.59], [-0.13, -0.61, 1.20], [-0.21, 1.97, 0.01], [0.68, 0.10, -1.40], [-1.66, 0.72, -0.70], [1.27, -1.85, 0.96]],
  "e_homo_ev": [-6.49, -11.00],
  "gap_ha": [0.27411, 0.39654],
  "fmax_ev_per_a": 3.82,
  "total_energy_ha": -708.6781,
  "multiplicity": 3,
  "mol_weight_g_mol": 96.5
}

Record 4
{
  "formula": "CH2ClFS",
  "method": "ωB97M-V with the def2-TZVPD basis set",
  "symbols": ["C", "F", "S", "Cl", "H", "H"],
  "xyz": [[1.75, -0.17, 0.47], [1.59, 0.31, -0.79], [-3.33, 0.77, -0.13], [0.34, -0.77, 1.05], [2.80, -0.63, 0.74], [-3.15, 0.47, -1.34]],
  "e_homo_ev": [-10.12, -8.50],
  "gap_ha": [0.37502, 0.22221],
  "e_above_lowest_kj_mol": 313.3,
  "fmax_ev_per_a": 2.77,
  "total_energy_ha": -997.4047,
  "mol_weight_g_mol": 100.5
}

Record 5
{
  "formula": "CH2ClNO2S",
  "method": "ωB97M-V with the def2-TZVPD basis set",
  "symbols": ["C", "N", "O", "O", "S", "Cl", "H", "H"],
  "xyz": [[-0.22, -0.29, 0.00], [-0.94, -1.24, 0.20], [-3.87, -0.75, -1.33], [-4.14, -0.80, 1.14], [-3.35, -0.52, -0.02], [-2.85, 1.59, 0.07], [0.86, -0.44, 0.04], [-0.54, 0.73, -0.22]],
  "e_homo_ev": [-9.37, -11.82],
  "gap_ha": [0.35187, 0.29963],
  "fmax_ev_per_a": 1.52,
  "total_energy_ha": -1102.7695,
  "multiplicity": 3,
  "mol_weight_g_mol": 127.6
}

Record 6
{
  "formula": "CH2ClNO3",
  "method": "ωB97M-V with the def2-TZVPD basis set",
  "symbols": ["C", "N", "O", "O", "O", "Cl", "H", "H"],
  "xyz": [[0.60, -0.20, 0.82], [-0.61, 0.23, -1.21], [-1.30, -0.66, -0.92], [-0.59, 0.90, -2.22], [0.42, 0.59, -0.34], [-0.31, 0.63, 2.08], [0.15, -1.24, 0.54], [1.63, -0.25, 1.25]],
  "e_homo_ev": -11.48,
  "gap_ha": 0.42669,
  "e_above_lowest_kj_mol": 0.0,
  "fmax_ev_per_a": 3.19,
  "total_energy_ha": -779.8165,
  "mol_weight_g_mol": 111.5
}

Record 7
{
  "formula": "CH2ClNOP2",
  "method": "ωB97M-V with the def2-TZVPD basis set",
  "symbols": ["C", "N", "O", "P", "P", "Cl", "H", "H"],
  "xyz": [[1.30, -0.30, 0.58], [-0.90, -0.77, -1.40], [1.65, -0.85, 1.56], [-0.59, -0.02, -0.09], [-2.01, 1.20, 0.63], [2.24, 0.42, -0.74], [-0.43, -1.06, -2.22], [-1.26, 1.37, 1.67]],
  "e_homo_ev": [-8.81, -8.81],
  "gap_ha": [0.30084, 0.30081],
  "e_above_lowest_kj_mol": 149.8,
  "fmax_ev_per_a": 3.62,
  "total_energy_ha": -1312.1152,
  "mol_weight_g_mol": 141.4
}

Record 8
{
  "formula": "CH2ClO2P",
  "method": "ωB97M-V with the def2-TZVPD basis set",
  "symbols": ["C", "O", "O", "P", "Cl", "H", "H"],
  "xyz": [[1.21, 0.37, 0.25], [0.56, 1.32, 0.20], [-0.06, -1.25, 0.25], [-1.50, -0.76, -0.02], [2.79, 0.03, 0.02], [-1.29, -0.03, -1.35], [-1.72, 0.33, 0.67]],
  "e_homo_ev": [-8.51, -8.51],
  "gap_ha": [0.27461, 0.27442],
  "e_above_lowest_kj_mol": 307.2,
  "fmax_ev_per_a": 4.20,
  "total_energy_ha": -991.2234,
  "mol_weight_g_mol": 112.5
}

Record 9
{
  "formula": "CH2ClOP",
  "method": "ωB97M-V with the def2-TZVPD basis set",
  "symbols": ["C", "O", "P", "Cl", "H", "H"],
  "xyz": [[-2.85, -0.09, 0.46], [-3.44, -0.78, -0.20], [-0.73, 0.40, -0.30], [-0.25, 2.26, 0.11], [-0.33, 0.03, 0.95], [0.57, 0.37, -1.15]],
  "e_homo_ev": -9.13,
  "gap_ha": 0.34903,
  "e_above_lowest_kj_mol": 107.2,
  "fmax_ev_per_a": 4.11,
  "total_energy_ha": -916.0308,
  "mol_weight_g_mol": 96.5
}

Record 10
{
  "formula": "CH2ClOP",
  "method": "ωB97M-V with the def2-TZVPD basis set",
  "symbols": ["C", "O", "P", "Cl", "H", "H"],
  "xyz": [[-1.26, 1.07, -0.47], [2.80, -1.74, 0.19], [1.47, -1.94, 0.81], [-0.25, -0.36, -0.63], [-1.93, 0.91, 0.35], [-0.83, 2.06, -0.25]],
  "e_homo_ev": [-9.81, -7.37],
  "gap_ha": [0.34873, 0.21305],
  "e_above_lowest_kj_mol": 295.9,
  "fmax_ev_per_a": 1.73,
  "total_energy_ha": -915.9589,
  "mol_weight_g_mol": 96.5
}

Record 11
{
  "formula": "CH2ClPS",
  "method": "ωB97M-V with the def2-TZVPD basis set",
  "symbols": ["C", "P", "S", "Cl", "H", "H"],
  "xyz": [[-0.14, -0.04, 0.95], [0.09, -0.06, -0.66], [0.21, -1.45, -2.03], [0.10, 1.81, -1.19], [0.09, -1.11, 1.41], [-0.35, 0.85, 1.53]],
  "e_homo_ev": [-6.09, -9.93],
  "gap_ha": [0.23473, 0.25919],
  "e_above_lowest_kj_mol": 125.8,
  "fmax_ev_per_a": 6.72,
  "total_energy_ha": -1238.9086,
  "multiplicity": 3,
  "mol_weight_g_mol": 112.5
}

Record 12
{
  "formula": "CH2F2IP",
  "method": "ωB97M-V with the def2-TZVPD basis set",
  "symbols": ["C", "F", "F", "P", "I", "H", "H"],
  "xyz": [[-2.46, -1.25, 0.09], [-3.22, -2.24, 0.71], [-2.04, -1.71, -1.05], [1.14, -0.32, -0.37], [-3.61, 0.55, -0.04], [1.76, 0.93, -0.35], [2.16, -0.71, 0.62]],
  "e_homo_ev": [-7.45, -7.01],
  "gap_ha": [0.15525, 0.11655],
  "e_above_lowest_kj_mol": 485.6,
  "fmax_ev_per_a": 2.11,
  "total_energy_ha": -877.8532,
  "mol_weight_g_mol": 209.9
}